A cluster of 2 separate species, C6H12 in total, computed with the ωB97M-V functional and the def2-TZVPD basis.

Geometry (Å):
C1 0.41 1.44 0.58
C2 0.20 1.13 -0.90
C3 -1.00 0.23 -1.19
C4 -0.79 -1.17 -0.67
C5 -1.35 -1.65 0.44
C6 1.61 -0.62 1.77
H1 0.49 0.52 1.23
H2 -0.46 1.96 1.01
H3 1.30 2.05 0.75
H4 0.07 2.09 -1.43
H5 1.11 0.67 -1.31
H6 -1.16 0.20 -2.28
H7 -1.90 0.66 -0.74
H8 -0.09 -1.79 -1.23
H9 -2.04 -1.06 1.03
H10 -1.11 -2.64 0.82
H11 1.53 -1.22 0.84
H12 2.53 -0.02 1.61

HOMO: -9.00 eV
Relative energy (zero: lowest compared OMol25 entry of this formula, charge and spin): 127.6 kcal per mole
Frontier orbital gap: 8.7 eV
2S+1: 1
LUMO: -0.0112 Ha

***

A structure of composition C22H33Cl5KN3O4S3, computed with the ωB97M-V functional and the def2-TZVPD basis.

Geometry (Å):
K1 -0.35 -0.59 -0.01
C1 -3.50 -1.07 -1.87
O1 -2.90 -0.45 -0.75
C2 -3.76 0.44 -0.07
C3 -3.04 0.93 1.17
O2 -1.86 1.65 0.86
C4 -2.05 3.00 0.52
C5 -0.71 3.56 0.13
O3 -0.32 3.00 -1.12
C6 1.09 2.97 -1.28
H1 -4.40 -1.62 -1.57
H2 -2.78 -1.77 -2.28
H3 -3.77 -0.33 -2.63
H4 -4.69 -0.05 0.22
H5 -4.02 1.28 -0.74
H6 -2.73 0.08 1.77
H7 -3.72 1.55 1.76
H8 -2.44 3.56 1.38
H9 -2.76 3.12 -0.31
H10 0.02 3.28 0.90
H11 -0.75 4.65 0.05
H12 1.54 2.37 -0.50
H13 1.51 3.98 -1.26
H14 1.30 2.51 -2.25
C7 3.54 -2.56 -0.69
C8 4.38 -1.29 -0.73
S1 3.42 0.22 -1.00
C9 4.10 1.29 0.30
C10 3.89 0.84 1.74
S2 2.16 0.50 2.17
C11 2.26 -1.17 2.89
C12 2.96 -2.26 2.08
S3 2.17 -2.62 0.48
H15 3.04 -2.71 -1.64
H16 4.20 -3.41 -0.52
H17 4.94 -1.17 0.20
H18 5.12 -1.39 -1.53
H19 5.17 1.44 0.12
H20 3.62 2.26 0.14
H21 4.47 -0.06 1.95
H22 4.27 1.62 2.40
H23 2.72 -1.10 3.87
H24 1.21 -1.43 3.03
H25 4.01 -2.03 1.91
H26 2.93 -3.17 2.68
Cl1 -1.03 -0.37 4.42
C13 -1.47 -1.94 3.72
C14 -1.21 -2.13 2.38
C15 -1.62 -3.36 1.89
Cl2 -1.38 -3.69 0.17
C16 -2.23 -4.35 2.66
Cl3 -2.72 -5.86 1.97
C17 -2.44 -4.10 4.01
Cl4 -3.19 -5.30 5.01
C18 -2.07 -2.88 4.56
Cl5 -2.35 -2.56 6.23
C19 -0.48 0.82 -6.35
N1 -0.34 0.13 -5.09
C20 0.41 -1.09 -4.91
C21 0.45 -1.19 -3.37
O4 0.90 -2.13 -2.75
N2 -0.11 -0.06 -2.84
C22 -0.52 0.68 -3.86
N3 -1.11 1.87 -3.68
H27 -0.57 0.08 -7.14
H28 0.38 1.46 -6.57
H29 -1.39 1.42 -6.36
H30 1.43 -1.02 -5.30
H31 -0.09 -1.96 -5.35
H32 -1.09 2.26 -2.74
H33 -1.31 2.47 -4.45

HOMO: -7.17 eV
Relative energy (zero: lowest compared OMol25 entry of this formula, charge and spin): 3.2 kcal per mole
Frontier orbital gap: 7.0 eV
2S+1: 1
LUMO: -0.0071 Ha

***

A structure of composition Br2H4Ta, computed with the ωB97M-V functional and the def2-TZVPD basis.

Geometry (Å):
Br1 2.53 -0.04 0.05
Ta1 0.05 -0.01 0.08
Br2 -2.43 0.00 0.30
H1 -0.14 -1.43 -1.06
H2 -0.05 0.73 -1.61
H3 -0.03 1.76 0.60
H4 0.08 -1.01 1.64

HOMO: -4.40 eV
Frontier orbital gap: 7.8 eV
2S+1: 1
Total charge: -1
LUMO: 0.1240 Ha

***

The molecule C14H23NO2 at a distorted geometry, computed with the ωB97M-V functional and the def2-TZVPD basis.

Geometry (Å):
O1 0.85 1.07 -3.52
C1 1.86 0.55 -2.69
C2 1.59 0.70 -1.20
C3 1.42 2.16 -0.86
C4 1.10 2.51 0.65
C5 1.79 1.76 1.76
C6 1.28 0.30 2.15
C7 -0.18 0.03 2.06
C8 -0.68 -1.36 2.47
C9 -2.20 -1.42 2.25
O2 -2.48 -0.64 1.06
C10 -2.11 -1.08 -0.17
C11 -2.26 -2.35 -0.60
C12 -1.83 -2.70 -1.85
C13 -1.29 -1.76 -2.71
N1 -1.32 -0.42 -2.42
C14 -1.55 -0.11 -1.11
H1 0.01 0.72 -3.16
H2 2.85 1.01 -2.90
H3 1.94 -0.52 -2.92
H4 0.79 0.14 -0.77
H5 2.51 0.31 -0.62
H6 2.25 2.84 -1.16
H7 0.56 2.52 -1.42
H8 1.04 3.53 0.74
H9 0.02 2.15 0.75
H10 2.91 1.76 1.56
H11 1.62 2.45 2.63
H12 1.82 -0.35 1.44
H13 1.79 0.30 3.11
H14 -0.59 0.22 1.12
H15 -0.77 0.68 2.69
H16 -0.12 -2.01 1.70
H17 -0.32 -1.62 3.46
H18 -2.78 -0.89 2.91
H19 -2.58 -2.49 2.15
H20 -2.79 -3.06 0.06
H21 -1.90 -3.76 -2.10
H22 -0.82 -2.08 -3.67
H23 -1.45 0.91 -0.87

HOMO: -9.19 eV
Relative energy (zero: lowest compared OMol25 entry of this formula, charge and spin): 47.8 kcal per mole
Frontier orbital gap: 9.7 eV
2S+1: 1
SMILES: OCCCCCCCCCOc1cccnc1
LUMO: 0.0198 Ha

***

> Look up the HOMO of the first one.

-9.00 eV

***

> Among the records above, which one has the highest HOMO?

Br2H4Ta

***

> What is the frontier orbital gap in the fourth record?

9.7 eV